1.
A cluster of 15 separate species, C7H33BO22 in total at a distorted geometry, computed with the ωB97M-V functional and the def2-TZVPD basis.

Geometry as XYZ:
```
63
C7H33BO22 the ωB97M-V functional and the def2-TZVPD basis
O 1.59 -3.19 1.76
O -3.46 -5.88 2.72
O 1.52 -1.17 3.84
O -6.68 4.96 -0.17
O -0.38 -0.34 2.77
O -3.77 1.86 -7.75
O -2.46 -1.01 1.54
O 5.34 1.66 -5.47
O -1.62 4.11 3.22
O -4.26 -0.04 0.49
O 1.38 -9.24 4.43
O -6.45 4.10 -5.18
O -10.96 -1.12 0.43
O 6.94 -6.12 0.19
O 2.11 -4.95 9.32
O -0.30 -2.05 1.05
O 0.66 2.61 -6.29
O 2.62 4.60 1.04
O -0.78 0.24 0.50
O -1.22 7.06 -0.40
O 5.36 0.46 8.46
O -2.16 1.35 -0.95
C 4.87 1.14 -3.14
C -1.92 0.56 -0.03
C -3.05 -0.26 0.65
C 0.76 -2.29 1.80
C 5.39 0.64 -4.47
C 4.66 -0.64 -4.79
C 0.71 -1.18 2.94
B -1.00 -0.82 1.48
H -3.97 -6.42 2.11
H 1.19 -4.98 9.05
H 4.94 0.29 -2.45
H -5.95 3.84 -5.95
H 7.42 -6.35 0.99
H 4.24 -1.12 -3.90
H -4.02 1.01 -7.39
H 6.41 0.28 -4.38
H 5.09 -0.16 7.78
H 6.02 -6.14 0.46
H -3.07 -5.21 2.16
H -10.14 -1.30 -0.02
H -0.28 7.22 -0.29
H -1.27 6.51 -1.18
H -11.40 -0.48 -0.13
H 3.83 -0.49 -5.47
H 5.40 1.96 -2.67
H 2.64 4.20 0.17
H 3.81 1.38 -3.18
H 0.97 -8.38 4.50
H -1.39 4.49 2.37
H 1.60 2.50 -6.19
H 3.36 5.21 1.04
H -6.96 4.05 -0.06
H 0.47 3.44 -5.86
H 4.54 0.87 8.74
H 2.49 -4.24 8.81
H 5.35 -1.35 -5.25
H -2.93 2.06 -7.33
H -5.82 4.90 -0.58
H -6.13 3.54 -4.48
H 0.98 -9.76 5.12
H -0.84 3.60 3.47
```

Computed properties:
energy above the lowest of the compared OMol25 structures with the same formula, charge and spin: 73.8 kcal per mole
Kohn-Sham gap: 4.10 eV
net charge: -2
E_HOMO: -1.04 eV

=====

2.
A cluster of 9 separate species, C7H33N2O8 in total at a distorted geometry, computed with the ωB97M-V functional and the def2-TZVPD basis.

Geometry as XYZ:
```
50
C7H33N2O8 the ωB97M-V functional and the def2-TZVPD basis
O -0.20 2.22 -3.14
O -2.81 2.94 -2.26
O -0.52 3.80 2.03
O -2.54 1.55 0.49
O 1.95 2.80 0.27
O 0.33 -1.61 -1.37
O 0.03 -0.85 3.79
O -0.34 -0.39 -3.78
N -1.71 -1.74 0.70
N 0.10 1.09 -0.57
C 2.00 -3.48 -1.57
C 0.42 3.38 -3.64
C 0.88 -1.85 4.40
C -0.16 -0.93 2.39
C -0.54 -3.46 1.80
C 1.65 -1.98 -1.15
C -1.19 -2.08 2.03
H -0.14 -3.72 0.82
H -0.88 -1.75 0.13
H -3.29 2.55 -2.99
H -2.56 2.49 0.29
H -1.19 4.25 1.51
H -0.66 1.20 0.08
H -1.96 -2.02 2.80
H -0.32 0.56 -3.60
H 0.10 3.47 1.38
H 2.23 3.59 -0.19
H -2.18 -0.86 0.86
H 2.94 -3.83 -1.14
H -0.22 4.17 -4.03
H 1.18 -4.08 -1.17
H 0.98 -1.63 5.46
H -3.29 1.42 1.07
H 1.93 -3.62 -2.65
H -1.89 2.81 -2.48
H 0.95 3.94 -2.87
H 0.00 -0.78 -2.97
H 0.37 0.13 -0.74
H 2.41 -1.29 -1.51
H 2.59 2.69 0.97
H 0.80 -0.97 1.87
H 0.90 1.59 -0.22
H -0.46 0.11 2.23
H 0.42 -2.83 4.30
H 1.12 3.05 -4.40
H -1.22 -4.24 2.13
H 1.79 -1.90 3.80
H -0.03 1.58 -1.45
H 0.34 -3.63 2.42
H 1.96 -1.82 -0.12
```

Computed properties:
Kohn-Sham gap (alpha / beta): 7.20 / 4.39 eV
⟨S²⟩: 0.7547
spin multiplicity: 2
E_HOMO (alpha / beta): -7.59 / -7.59 eV

=====

3.
A cluster of 11 separate species, C7H34BF4N14O10 in total at a distorted geometry, computed with the ωB97M-V functional and the def2-TZVPD basis.

Geometry as XYZ:
```
70
C7H34BF4N14O10 the ωB97M-V functional and the def2-TZVPD basis
F -0.83 0.22 -1.14
F 0.77 -0.94 -0.25
F 1.23 0.51 -1.81
F 0.64 1.26 0.22
O -0.63 -2.65 -4.59
O -0.89 -2.37 6.80
O -5.18 -5.64 2.89
O -7.96 2.77 -3.74
O -0.72 3.50 -4.65
O 7.51 2.60 -7.19
O 4.57 7.24 -0.28
O -4.07 5.43 4.63
O 5.82 -1.86 0.72
O 2.43 -8.10 4.50
N -3.13 -5.40 2.51
N -2.14 4.63 4.09
N 3.64 8.58 -1.73
N 5.76 1.73 -6.06
N 0.30 -1.63 5.11
N 1.47 -9.89 3.75
N -1.60 -0.69 5.47
N -3.45 4.99 2.43
N -5.86 2.71 -4.48
N 6.81 0.62 -7.73
N 1.80 -8.34 2.43
N -6.14 2.27 -2.44
N 2.42 7.04 -1.01
N -3.63 -6.73 4.08
C 6.75 1.71 -6.94
C -4.04 -5.96 3.13
C -6.79 2.60 -3.57
C -3.28 5.05 3.78
C -0.77 -1.61 5.88
C 1.89 -8.69 3.68
C 3.56 7.58 -0.91
B 0.45 0.30 -0.75
H 2.15 -7.43 2.17
H 2.94 8.82 -2.41
H 1.03 -2.24 5.46
H -5.34 1.67 -2.57
H -1.88 4.82 5.04
H -2.82 4.60 1.75
H 1.76 -9.14 1.81
H 1.67 7.35 -1.61
H -1.47 -0.03 4.72
H 5.71 2.64 -5.63
H 5.05 -1.48 0.31
H -4.23 -7.19 4.76
H -1.18 -1.90 -4.38
H -6.18 2.60 -5.43
H 6.17 0.01 -7.23
H -1.50 4.49 3.32
H 6.03 -2.62 0.17
H 5.10 0.97 -6.09
H 2.35 6.23 -0.42
H -5.00 3.14 -4.16
H 7.17 0.55 -8.67
H -4.38 5.28 2.17
H 4.48 9.12 -1.54
H 0.18 -2.50 -4.12
H -6.59 2.24 -1.53
H 1.54 -10.42 2.89
H -3.45 -4.64 1.93
H -2.16 -5.50 2.79
H 0.32 -1.12 4.23
H -0.09 3.55 -5.37
H -0.48 2.70 -4.18
H -2.64 -6.70 4.26
H 1.40 -10.32 4.66
H -2.37 -0.41 6.06
```

Computed properties:
energy above the lowest of the compared OMol25 structures with the same formula, charge and spin: 147.7 kcal per mole
Kohn-Sham gap: 9.68 eV
net charge: -1
E_HOMO: -7.95 eV

=====

4.
A cluster of 13 separate species, C7H34O12 in total at a distorted geometry, computed with the ωB97M-V functional and the def2-TZVPD basis.

Geometry as XYZ:
```
53
C7H34O12 the ωB97M-V functional and the def2-TZVPD basis
O -0.13 -3.44 1.22
O 2.55 -0.16 -3.68
O -3.37 1.76 1.59
O -3.81 -2.23 -0.47
O 0.99 2.11 -3.12
O 2.95 -2.04 -1.88
O -1.06 3.22 1.01
O -2.42 0.21 3.82
O 1.42 2.59 -0.44
O 1.30 3.19 2.64
O 2.40 -3.96 -0.04
O -4.32 1.80 -1.22
C 0.80 -0.33 1.40
C 0.68 -0.02 0.10
C -1.67 -0.88 -2.71
C 2.12 -0.75 1.89
C -0.58 -0.75 -1.95
C -0.61 0.03 -0.68
C 2.35 -1.34 3.06
H -1.65 -1.55 -3.56
H -3.53 2.38 2.32
H 2.00 -0.71 -4.22
H -2.59 -0.34 -2.55
H -4.13 1.50 -0.32
H 1.80 -4.22 0.68
H 3.26 -0.67 -3.24
H 1.52 -1.89 3.51
H 2.99 -0.44 1.31
H -0.53 3.33 1.81
H -0.86 1.08 -0.90
H -1.40 -0.42 -0.07
H 3.87 -2.22 -1.67
H 1.30 2.26 -1.37
H -3.64 -1.45 -1.01
H 1.58 -0.11 -0.50
H 0.33 -1.30 -2.16
H 1.83 1.83 -3.51
H -3.77 2.60 -1.24
H 1.69 2.77 1.86
H -0.98 -3.86 1.10
H 0.36 1.40 -3.24
H 1.42 3.55 -0.55
H -0.03 -0.43 2.08
H 2.78 -3.16 0.34
H -1.57 0.62 3.65
H 3.34 -1.64 3.37
H 2.43 -2.84 -1.77
H 2.06 3.67 3.00
H -0.39 2.84 0.40
H -2.95 0.77 3.23
H -2.47 2.05 1.27
H -0.17 -2.49 1.01
H -3.51 -1.96 0.40
```

Computed properties:
energy above the lowest of the compared OMol25 structures with the same formula, charge and spin: 66.6 kcal per mole
Kohn-Sham gap: 9.16 eV
E_HOMO: -9.02 eV

=====

5.
A cluster of 12 separate species, C7H39NO11 in total at a distorted geometry, computed with the ωB97M-V functional and the def2-TZVPD basis.

Geometry as XYZ:
```
58
C7H39NO11 the ωB97M-V functional and the def2-TZVPD basis
O -1.75 0.14 3.70
O -2.08 -2.48 3.14
O 2.51 2.07 2.63
O -0.14 1.37 1.98
O 0.52 -2.70 -2.73
O 3.25 -2.83 -2.18
O -2.27 -0.92 -0.54
O -0.62 -3.11 -0.27
O -3.17 -3.20 0.71
O 0.52 -2.80 2.21
O -1.02 -0.40 -3.29
N -0.11 1.66 -1.17
C -0.83 2.91 -1.43
C 3.60 0.78 -1.25
C 1.77 -0.47 -0.09
C -1.47 3.53 -0.18
C 1.34 1.85 -1.07
C -2.70 2.78 0.31
C 2.10 0.52 -1.19
H 0.10 -2.91 -1.85
H 0.81 -1.87 2.25
H -2.51 0.71 3.71
H -0.15 3.63 -1.90
H -2.43 1.80 0.69
H 3.16 1.90 1.93
H 1.56 2.32 -0.11
H -1.49 -3.50 0.00
H -0.08 -3.06 0.56
H -0.38 -2.75 2.62
H -1.73 -0.53 -2.64
H 1.70 2.56 -1.84
H -2.98 -3.01 1.64
H 3.97 1.29 -0.35
H -3.24 -2.33 0.28
H -1.91 -0.05 -0.28
H 1.80 0.08 -2.15
H -0.21 1.34 1.01
H -3.42 2.61 -0.49
H 2.29 -2.70 -2.35
H -1.98 -1.51 3.33
H -0.71 3.57 0.60
H -1.54 -1.58 -0.44
H -0.29 1.00 -1.94
H 2.70 2.94 3.01
H 2.06 -0.10 0.90
H -3.19 3.33 1.11
H 0.27 -3.45 -3.30
H -2.25 -2.91 3.98
H -1.62 2.71 -2.16
H -1.12 0.60 3.10
H -0.43 -1.17 -3.16
H 0.78 1.62 2.21
H 3.88 1.47 -2.06
H 0.72 -0.72 -0.10
H 4.15 -0.15 -1.40
H 2.34 -1.39 -0.23
H 3.66 -3.05 -3.05
H -1.70 4.58 -0.40
```

Computed properties:
energy above the lowest of the compared OMol25 structures with the same formula, charge and spin: 0.0 kcal per mole
Kohn-Sham gap: 9.47 eV
E_HOMO: -9.29 eV
SMILES string: CCCNCC(C)C.O.O.O.O.O.O.O.O.O.O.O

=====

6.
A cluster of 13 separate species, C7H39NO12 in total at a distorted geometry, computed with the ωB97M-V functional and the def2-TZVPD basis.

Geometry as XYZ:
```
59
C7H39NO12 the ωB97M-V functional and the def2-TZVPD basis
O -2.84 -0.81 -3.71
O 1.26 -4.66 0.50
O 2.10 -1.14 3.44
O 0.85 3.78 3.22
O -3.56 0.72 -1.76
O -0.84 3.34 0.89
O 2.47 -2.28 1.05
O -0.75 2.72 -3.99
O 2.66 1.31 2.80
O 4.67 -0.42 0.25
O -2.33 3.11 -1.31
O -1.74 -2.18 -1.73
N -1.55 -0.86 0.94
C 1.92 0.24 -2.15
C -2.94 -0.46 1.35
C 1.46 0.45 -0.74
C 2.18 -0.99 -2.60
C -0.12 0.24 -0.56
C -0.62 0.29 0.80
C -1.13 -2.05 1.69
H -2.75 0.17 2.21
H -1.82 3.39 0.94
H -4.01 0.26 -2.31
H -0.65 3.37 -0.08
H -1.64 -2.88 1.30
H 0.05 3.30 3.37
H -3.71 -1.06 1.52
H 3.18 -2.98 1.27
H -0.57 0.90 -1.41
H 1.63 -4.06 1.06
H 0.16 2.63 -3.94
H 2.49 -1.26 -3.55
H -2.73 0.22 -1.51
H 1.97 -0.21 0.04
H 1.52 -4.73 -0.40
H -2.59 2.48 -1.96
H 4.10 0.28 0.64
H 2.24 1.21 -2.59
H -1.10 1.28 0.96
H 1.14 -1.13 3.27
H -1.10 1.86 -3.70
H -1.73 -1.59 -0.77
H -0.23 -0.82 -0.99
H 4.13 -1.28 -0.02
H -2.41 3.91 -1.90
H -1.11 -2.90 -1.60
H 0.90 3.91 2.29
H 0.21 0.08 1.60
H -3.68 0.30 0.80
H 1.57 1.48 -0.58
H 2.59 -1.86 2.01
H 2.18 -1.78 -1.85
H 2.33 -0.19 3.56
H -1.70 -2.29 2.56
H -3.16 -1.35 -3.11
H 0.03 -2.07 1.89
H 3.16 1.94 3.43
H -1.96 -0.56 -3.47
H 1.94 1.68 2.64
```

Computed properties:
energy above the lowest of the compared OMol25 structures with the same formula, charge and spin: 210.5 kcal per mole
Kohn-Sham gap: 9.11 eV
E_HOMO: -8.98 eV

=====

7.
A cluster of 13 separate species, C7H39NO12 in total at a distorted geometry, computed with the ωB97M-V functional and the def2-TZVPD basis.

Geometry as XYZ:
```
59
C7H39NO12 the ωB97M-V functional and the def2-TZVPD basis
O 2.68 -2.82 -1.69
O 2.90 -2.45 3.70
O -3.37 -0.85 -2.81
O 0.61 1.66 4.00
O 3.28 -0.31 1.78
O -4.63 1.08 2.27
O -2.29 2.08 -1.50
O -4.26 -0.13 0.01
O 1.88 -3.33 0.67
O -3.54 4.44 -0.75
O 0.96 -3.47 -3.62
O 0.44 -1.24 3.80
N 1.26 0.33 -0.89
C -1.29 -0.99 1.27
C 0.93 1.44 -3.10
C 2.35 1.29 -0.98
C 0.24 0.75 0.11
C 0.64 0.16 -2.29
C 1.88 2.21 -2.22
C 0.10 -0.29 1.26
H -3.65 -0.34 -3.53
H -4.80 0.18 2.18
H 1.14 -0.80 -2.62
H 0.74 -2.58 -3.73
H -4.31 -0.93 -0.51
H 0.09 1.89 -3.67
H -2.28 -0.51 1.04
H 1.41 -2.50 0.50
H -4.06 4.64 -0.02
H -1.64 2.34 -2.11
H -2.89 2.81 -1.19
H -0.03 1.04 4.36
H -4.21 1.38 1.44
H -2.69 4.96 -0.72
H 1.06 1.13 3.42
H 1.05 -0.96 1.38
H 3.39 -3.01 4.25
H -1.14 -2.02 0.81
H -1.42 -1.25 2.30
H 1.96 -3.10 1.62
H 1.54 3.11 -1.88
H 2.79 2.36 -2.88
H 1.42 -3.34 -2.71
H 2.51 1.74 -0.02
H 3.27 0.86 -1.29
H 3.39 -1.67 3.44
H -0.42 -0.13 -2.17
H 1.47 1.22 -4.06
H 3.15 -3.40 -1.10
H 0.33 0.11 2.24
H 2.58 0.02 1.03
H -0.78 0.80 -0.35
H 1.32 -1.44 4.07
H 0.23 1.89 0.49
H 4.08 0.09 1.46
H -4.67 0.37 -0.70
H -3.20 -0.35 -2.08
H 2.29 -2.09 -1.14
H 0.19 -2.08 3.44
```

Computed properties:
energy above the lowest of the compared OMol25 structures with the same formula, charge and spin: 142.3 kcal per mole
Kohn-Sham gap: 9.05 eV
E_HOMO: -9.10 eV

=====

8.
A cluster of 13 separate species, C7H39NO12 in total at a distorted geometry, computed with the ωB97M-V functional and the def2-TZVPD basis.

Geometry as XYZ:
```
59
C7H39NO12 the ωB97M-V functional and the def2-TZVPD basis
O -2.89 -2.47 -0.37
O -0.59 -2.11 1.62
O 1.15 0.39 -4.21
O -1.29 1.42 3.74
O -2.67 -1.36 3.11
O 1.42 4.61 -0.78
O -1.30 -0.44 -3.54
O -2.89 2.37 1.74
O -1.29 3.16 -0.71
O -0.46 -4.22 -0.08
O -2.60 0.70 -1.41
O 2.63 -2.93 1.74
N 3.19 1.71 -0.38
C 1.14 -0.70 -0.15
C 2.18 2.50 1.72
C 1.67 0.22 0.89
C 1.96 -1.46 -0.90
C -0.28 -0.41 -0.57
C 1.98 1.66 0.42
C 1.58 -2.52 -1.90
H -1.41 2.24 -0.97
H 2.91 2.06 2.40
H -1.36 -4.41 -0.37
H -0.35 -3.36 -0.53
H -2.59 -1.56 -0.51
H -0.52 1.99 3.76
H 1.27 0.00 -3.33
H 2.56 -0.28 1.26
H 2.04 -3.31 2.41
H 0.62 -2.37 -2.39
H 2.58 -3.56 1.02
H 3.02 -1.40 -0.65
H -2.87 1.90 0.89
H -2.38 0.31 -2.29
H 1.52 -3.48 -1.39
H 3.40 0.82 -0.80
H 1.03 0.27 1.79
H 2.41 3.53 1.47
H 3.99 2.00 0.16
H -1.89 1.75 3.05
H -2.36 -0.53 3.51
H -1.93 -1.52 2.46
H 0.12 -2.17 2.26
H 0.67 4.00 -0.84
H 2.40 -2.68 -2.61
H 1.63 1.22 -4.22
H -0.21 0.39 -1.31
H -1.99 -0.54 -4.19
H 1.07 2.04 -0.03
H -3.02 -2.66 0.56
H -3.53 0.95 -1.51
H -0.72 -1.31 -1.01
H -3.67 1.91 2.10
H 1.26 2.37 2.26
H -0.74 -2.99 1.21
H 2.11 4.13 -0.31
H -0.95 -0.08 0.21
H -0.49 0.08 -3.77
H -1.90 3.38 0.00
```

Computed properties:
energy above the lowest of the compared OMol25 structures with the same formula, charge and spin: 56.4 kcal per mole
Kohn-Sham gap: 8.81 eV
E_HOMO: -8.85 eV

=====

9.
A structure of composition C7H3BF4NO5S4W at a distorted geometry, computed with the ωB97M-V functional and the def2-TZVPD basis.

Geometry as XYZ:
```
26
C7H3BF4NO5S4W the ωB97M-V functional and the def2-TZVPD basis
W -1.07 1.07 0.98
S -2.08 1.89 3.13
S 0.67 2.70 1.88
S -3.08 2.45 1.49
S -0.33 3.39 0.26
F -1.47 -1.39 0.16
F -2.43 -0.88 2.14
F -3.51 -0.35 0.25
F -3.35 -2.58 0.83
O 3.37 -1.37 -2.46
O -1.33 0.97 -3.08
O -0.01 -0.09 2.20
O -1.72 1.16 -0.88
O 1.99 -0.99 2.67
N 0.45 0.36 -0.14
C 1.46 -0.31 0.44
C 1.19 -0.49 1.91
C 0.35 0.34 -1.49
C 2.41 -0.83 -1.67
C 1.30 -0.24 -2.28
C -1.00 0.87 -1.92
C 2.46 -0.90 -0.28
B -2.75 -1.36 0.84
H 3.24 -1.43 0.25
H 4.06 -1.74 -1.91
H 1.18 -0.25 -3.35
```

Computed properties:
energy above the lowest of the compared OMol25 structures with the same formula, charge and spin: 11.6 kcal per mole
Kohn-Sham gap (alpha / beta): 6.56 / 6.11 eV
⟨S²⟩: 2.0215
spin multiplicity: 3
net charge: -1
E_HOMO (alpha / beta): -4.41 / -4.75 eV

=====

no.,E_tot (eV)
1,-53521.2388
2,-27149.4440
3,-60703.3741
4,-32379.5846
5,-31907.3105
6,-33945.1641
7,-33948.1209
8,-33951.8487
9,-75760.4040